1.
# C10H27F6N9O11S2V

A structure of composition C10H27F6N9O11S2V at a distorted geometry (ωB97M-V/def2-TZVPD, the OMol25 dataset).

Element x y z (Å)
O (-11.58416, -17.42822, 26.57052)
V (-10.41300, -18.51633, 26.49421)
C (-12.84367, -20.33551, 29.72621)
C (-12.33792, -20.06610, 28.32712)
O (-11.06576, -19.49525, 28.34687)
H (-12.94508, -19.49149, 30.40984)
H (-12.16443, -21.03582, 30.22661)
H (-13.79483, -20.87852, 29.73541)
H (-13.08384, -19.46736, 27.77691)
H (-12.34905, -21.02339, 27.78002)
C (-10.30375, -15.12425, 23.68300)
F (-11.40092, -14.69534, 24.27660)
F (-10.15143, -14.57171, 22.51016)
F (-9.29608, -14.86288, 24.48532)
S (-10.50152, -17.03729, 23.40318)
O (-11.89867, -17.31443, 23.65518)
O (-10.03692, -17.34391, 22.06507)
N (-9.60765, -17.65405, 24.73308)
S (-8.07457, -17.73352, 24.21267)
O (-7.65823, -16.66998, 23.32382)
O (-7.19330, -17.92619, 25.34338)
C (-8.05232, -19.36197, 23.15384)
F (-7.94062, -19.09966, 21.86977)
F (-7.03008, -20.13929, 23.50391)
F (-9.20312, -19.99433, 23.32666)
C (-8.59467, -16.35779, 28.45814)
O (-9.30826, -17.15834, 27.83110)
N (-8.61829, -16.36336, 29.80939)
N (-7.95798, -15.34215, 27.82414)
H (-9.34253, -16.88849, 30.28247)
H (-8.13978, -15.62265, 30.28665)
H (-7.11345, -15.01341, 28.25636)
H (-8.19643, -15.20355, 26.85986)
C (-8.41701, -21.11835, 26.82898)
O (-8.92598, -20.11277, 26.30938)
N (-8.73890, -21.45709, 28.10841)
N (-7.42440, -21.82202, 26.25694)
H (-9.46427, -20.90746, 28.56005)
H (-8.32287, -22.13200, 28.71985)
H (-7.11856, -22.65560, 26.71517)
H (-7.20839, -21.49047, 25.33262)
C (-12.64710, -20.38419, 24.72669)
O (-11.57430, -19.96148, 25.16809)
N (-13.60426, -19.51240, 24.29523)
N (-13.02606, -21.67661, 24.76281)
H (-13.30701, -18.55590, 24.16837)
H (-14.54080, -19.81100, 24.11587)
H (-13.90225, -22.02114, 24.42648)
H (-12.29148, -22.35989, 24.85589)
C (-11.75638, -16.20845, 30.92774)
O (-10.97086, -16.71768, 31.72778)
N (-12.27043, -14.93178, 31.12905)
N (-12.03156, -16.70016, 29.69345)
H (-12.90728, -14.54326, 30.46468)
H (-11.93738, -14.43190, 31.93090)
H (-11.77309, -17.66121, 29.48769)
H (-12.28017, -16.05913, 28.96860)
C (-14.20048, -16.07442, 25.58822)
C (-15.46931, -15.27656, 25.81170)
O (-15.42063, -14.71913, 27.13487)
H (-14.13300, -16.87888, 26.32165)
H (-13.30450, -15.47892, 25.48187)
H (-14.40817, -16.65351, 24.68107)
H (-16.38440, -15.85968, 25.68342)
H (-15.46808, -14.40647, 25.14471)
H (-16.09313, -14.04394, 27.24765)

Cartesian forces (eV/Å) of the 2 atoms listed first:
1.6595 -1.8607 -0.4206
-3.2499 1.1044 2.5621

Output
* HOMO (spin up / spin down): -0.3093 / -0.3110 Ha
* ⟨S²⟩: 0.79
* ΔE to the lowest compared entry with this formula, charge and spin: 0.0 kcal/mol
* largest force on an atom: 4.283 eV/A
* frontier orbital gap (spin up / spin down): 8.625 / 8.752 eV
* spin multiplicity: 2
* total energy: -4057.45250 Ha
* LUMO level (spin up / spin down): 0.00768 / 0.01067 Eh

---

2.
# C10H27I2MnO2P2Si

A structure of composition C10H27I2MnO2P2Si at a distorted geometry (ωB97M-V/def2-TZVPD, the OMol25 dataset).

Element x y z (Å)
I (6.15460, 1.70157, -2.99736)
I (4.49595, 1.86718, -5.13547)
Mn (0.68173, 0.23161, -0.53478)
P (1.14267, -2.07694, -1.07081)
C (2.54705, -2.52500, -2.13203)
C (1.34523, -2.99306, 0.49138)
H (1.38599, -4.07754, 0.32618)
H (-0.26569, -3.86401, -1.96966)
H (0.51415, -2.75515, 1.17100)
H (-1.23290, -2.53936, -1.23928)
H (3.47370, -2.15684, -1.67090)
H (2.27922, -2.67018, 0.96979)
C (-0.34855, -2.77640, -1.84707)
H (2.61664, -3.61277, -2.27918)
H (-0.47638, -2.31682, -2.83562)
H (2.43242, -2.02935, -3.10584)
P (0.34024, 2.57635, -0.06931)
C (1.44856, 3.83601, -0.76520)
C (-1.34718, 3.00878, -0.59953)
H (-0.31294, 2.06179, 2.20891)
H (0.02981, 3.81424, 2.02476)
H (1.36819, 2.63358, 2.10960)
C (0.34884, 2.80355, 1.73878)
H (-2.06385, 2.27781, -0.19990)
H (-1.62640, 4.01773, -0.26962)
H (1.15428, 4.85141, -0.46165)
H (1.43199, 3.76120, -1.86123)
H (-1.38999, 2.96970, -1.69562)
H (2.47404, 3.63433, -0.42673)
C (2.12597, 0.70124, -1.56025)
O (3.04055, 1.00016, -2.21808)
C (-2.80892, -2.27216, 0.93411)
Si (-2.01242, -0.67294, 1.52402)
C (-3.31950, 0.68021, 1.56398)
C (-1.36536, -0.93336, 3.27696)
O (-0.82756, -0.25659, 0.53004)
H (-3.63305, -2.55610, 1.60552)
H (-2.08934, -3.10277, 0.90855)
H (-3.22061, -2.14674, -0.07721)
H (-4.14304, 0.39220, 2.23446)
H (-2.90914, 1.63574, 1.92038)
H (-3.73739, 0.84173, 0.56035)
H (-0.60657, -1.72892, 3.30651)
H (-0.90398, -0.01603, 3.67101)
H (-2.19108, -1.21910, 3.94606)

Cartesian forces (eV/Å) of the 2 atoms listed first:
-0.3016 0.0692 -0.5751
0.4393 -0.0340 0.5192

Output
* HOMO (spin up / spin down): -0.5156 / -0.5155 Ha
* ⟨S²⟩: 6.08
* charge: +2
* largest force on an atom: 8.077 eV/A
* frontier orbital gap (spin up / spin down): 5.607 / 4.500 eV
* spin multiplicity: 5
* total energy: -3265.79917 Ha
* LUMO level (spin up / spin down): -0.30957 / -0.35013 Eh

---

3.
# C10H27NO3PS2

A cluster of 2 separate species, C10H27NO3PS2 in total (ωB97M-V/def2-TZVPD, the OMol25 dataset).

Element x y z (Å)
C (-1.59481, -0.56869, 1.45144)
C (-1.74553, -1.82475, 2.27490)
C (-0.53439, -2.74198, 2.27205)
C (-0.39615, -3.64787, 1.03643)
N (0.88500, -3.52048, 0.26649)
P (1.06954, -2.10659, -0.54999)
C (2.52092, -2.08670, -1.62316)
C (3.65788, -1.18603, -1.14896)
C (4.50950, -1.77224, -0.03278)
S (3.75645, -1.45380, 1.60515)
H (-0.68081, -0.05056, 1.72108)
H (-2.41455, 0.11267, 1.60486)
H (-1.55570, -0.78179, 0.38611)
H (-1.90172, -1.51594, 3.29988)
H (-2.63063, -2.37967, 1.99846)
H (0.39003, -2.19135, 2.40047)
H (-0.61484, -3.38574, 3.13544)
H (-0.41719, -4.67788, 1.35306)
H (-1.21114, -3.53056, 0.33135)
H (1.68556, -3.71737, 0.85839)
H (-0.07003, -1.98595, -1.34135)
H (1.11510, -1.01501, 0.31325)
H (2.86399, -3.09938, -1.78913)
H (2.18909, -1.71942, -2.58468)
H (4.32560, -1.01915, -1.97957)
H (3.27655, -0.21765, -0.85357)
H (4.64977, -2.83443, -0.14400)
H (5.47841, -1.30689, -0.02116)
H (4.07070, -2.58251, 2.24976)
O (-1.27343, 2.49595, 0.21166)
S (-1.13020, 3.21524, -1.01987)
O (-0.20665, 4.29784, -1.11388)
O (-2.56134, 3.67749, -1.51223)
C (-3.37939, 4.44815, -0.59592)
C (-2.91182, 5.88200, -0.45502)
C (-0.81181, 2.08535, -2.33536)
H (-3.41718, 3.94050, 0.36877)
H (-4.37823, 4.41655, -1.02401)
H (-1.93600, 5.94164, 0.02418)
H (-3.62235, 6.44198, 0.15190)
H (-2.83271, 6.35733, -1.43205)
H (-1.52883, 1.26997, -2.28265)
H (0.20438, 1.72064, -2.19659)
H (-0.89107, 2.61710, -3.27916)

Cartesian forces (eV/Å) of the 2 atoms listed first:
0.2126 -0.2365 -0.2410
0.2788 0.2769 0.3238

Output
* HOMO: -0.4720 Ha
* charge: +1
* largest force on an atom: 0.633 eV/A
* frontier orbital gap: 10.148 eV
* total energy: -1815.15752 Ha
* LUMO level: -0.09905 Eh

---

4.
# C10H28F2HgNO10S2

A structure of composition C10H28F2HgNO10S2 at a distorted geometry (ωB97M-V/def2-TZVPD, the OMol25 dataset).

Element x y z (Å)
Hg (-0.27379, 0.78126, -0.14057)
O (-4.45638, 2.33928, 5.48581)
C (-3.54748, 1.25776, 5.70960)
C (-3.05806, 0.50858, 4.31866)
O (-2.70217, 1.32557, 3.22799)
H (-3.95745, 0.37271, 6.19613)
H (-2.66444, 1.59462, 6.25262)
H (-3.77944, -0.21449, 3.93801)
H (-2.17130, -0.06508, 4.58821)
N (1.25449, 0.40890, -3.51883)
S (2.64590, 0.06816, -4.18288)
O (3.58622, 1.14106, -4.62649)
O (2.74066, -1.22365, -4.85349)
F (3.30014, -0.26898, -2.71245)
S (0.53252, 0.52991, -5.05971)
O (-0.10649, -0.65451, -5.58489)
O (1.09179, 1.56714, -5.94100)
F (-0.74298, 1.30194, -4.46741)
C (4.38667, -0.66135, 3.01132)
C (3.53778, 0.58892, 3.22482)
O (3.19597, 1.22083, 1.94219)
H (4.03396, -1.37766, 2.26930)
H (4.66605, -1.08622, 3.97544)
H (5.30364, -0.30568, 2.54145)
H (4.04834, 1.37778, 3.77720)
H (2.63022, 0.40888, 3.80103)
H (3.62980, 2.07310, 1.85821)
C (-5.29223, -3.43708, -1.33505)
C (-4.60892, -2.31777, -2.15467)
O (-3.83887, -1.56616, -1.18590)
H (-4.64075, -3.91681, -0.60461)
H (-5.61011, -4.21246, -2.03206)
H (-6.19756, -3.06305, -0.85694)
H (-5.27162, -1.62849, -2.67795)
H (-3.98173, -2.81461, -2.89486)
H (-4.38311, -1.62589, -0.39733)
C (1.80148, -5.26904, -0.04133)
C (0.61433, -4.35713, -0.33769)
O (0.71914, -3.23897, 0.45461)
H (1.90307, -6.15566, -0.66719)
H (1.84990, -5.70350, 0.95717)
H (2.75341, -4.75534, -0.17557)
H (-0.26952, -4.97138, -0.16567)
H (0.67880, -4.07184, -1.38772)
H (0.74144, -3.64552, 1.32399)
C (1.56849, 6.73849, -1.02226)
C (1.09713, 5.42511, -1.57747)
O (0.18167, 4.78858, -0.72064)
H (0.76511, 7.43861, -0.79311)
H (2.24291, 7.31206, -1.65810)
H (2.09364, 6.48469, -0.10144)
H (1.88524, 4.68362, -1.70853)
H (0.67423, 5.52488, -2.57712)
H (-0.59956, 5.34580, -0.69273)

Cartesian forces (eV/Å) of the 2 atoms listed first:
-0.0013 -0.0131 0.0068
3.6054 -5.1780 0.7983

Output
* HOMO: -0.2119 Ha
* ΔE to the lowest compared entry with this formula, charge and spin: 99.9 kcal/mol
* charge: -1
* largest force on an atom: 8.199 eV/A
* frontier orbital gap: 3.422 eV
* total energy: -2354.19930 Ha
* LUMO level: -0.08613 Eh

---

5.
# C10H28N4O3PS

A cluster of 2 separate species, C10H28N4O3PS in total at a distorted geometry (ωB97M-V/def2-TZVPD, the OMol25 dataset).

Element x y z (Å)
C (5.04256, -2.06959, 1.22878)
C (4.16855, -1.60336, 2.34586)
O (4.23805, -2.00601, 3.46936)
O (3.28811, -0.63966, 1.96626)
C (2.16693, -0.47254, 2.83343)
C (1.34434, -1.72251, 3.03756)
N (1.02293, -2.39167, 1.72321)
S (-0.21724, -3.64957, 1.90978)
H (5.61991, -1.20737, 0.89187)
H (4.46213, -2.38518, 0.36328)
H (5.70613, -2.84980, 1.57775)
H (2.42860, -0.04181, 3.79836)
H (1.53354, 0.26979, 2.34704)
H (0.40005, -1.45614, 3.50439)
H (1.82911, -2.47028, 3.65791)
H (0.60138, -1.68955, 1.08912)
H (1.86805, -2.80571, 1.33565)
H (0.49445, -4.44276, 2.72485)
O (-1.07681, -0.70241, -0.03716)
P (-1.29590, 0.34920, -1.08823)
N (-0.63642, 1.73865, -0.33689)
C (-1.02302, 3.11005, -0.60220)
C (0.75793, 1.65148, 0.07336)
N (-3.02780, 0.37119, -1.11931)
C (-3.76972, 1.43377, -0.45344)
C (-3.62783, -0.92028, -0.78448)
N (-1.17276, 0.79656, -2.68696)
C (0.16896, 0.75758, -3.27540)
C (-2.19001, 1.40323, -3.53074)
H (-0.56130, 3.52858, -1.50823)
H (-0.71445, 3.73168, 0.23998)
H (-2.09652, 3.23115, -0.67920)
H (1.45241, 1.78580, -0.76623)
H (0.96171, 0.68102, 0.53007)
H (0.98208, 2.41499, 0.82110)
H (-3.46277, 1.58229, 0.59007)
H (-4.83276, 1.19369, -0.46340)
H (-3.68841, 2.38061, -0.98818)
H (-3.66593, -1.09598, 0.29695)
H (-3.07438, -1.74032, -1.23829)
H (-4.64610, -0.95451, -1.17475)
H (0.63226, 1.75023, -3.29480)
H (0.13921, 0.37135, -4.29414)
H (0.82231, 0.09175, -2.70718)
H (-2.36047, 2.45010, -3.26582)
H (-3.13104, 0.86521, -3.49091)
H (-1.86006, 1.37706, -4.57008)

Cartesian forces (eV/Å) of the 2 atoms listed first:
0.0355 0.5593 -0.2472
0.6936 -0.0641 0.0339

Output
* HOMO: -0.4073 Ha
* charge: +1
* largest force on an atom: 5.698 eV/A
* frontier orbital gap: 7.616 eV
* total energy: -1581.84903 Ha
* LUMO level: -0.12742 Eh